1.
Entry from OMol25: an isolated ion of composition C5H12NO2 and charge -1 (ωB97M-V/def2-TZVPD).

```
20
Properties=species:S:1:pos:R:3
H 0.729 3.140 -0.865
H 0.550 1.198 -1.718
H 0.617 2.066 0.692
H -1.173 1.729 -1.844
H -0.533 -3.034 -0.138
N -0.973 0.194 -0.546
H 1.716 -1.816 0.513
H -0.647 3.044 0.200
H -1.930 -1.872 0.174
H 2.100 -0.236 -0.086
C -0.383 1.370 -1.174
C -0.057 -0.928 -0.333
H -1.392 0.426 0.347
C -0.885 -2.090 0.407
C 1.281 -0.787 0.394
H 0.351 -1.025 2.041
H 0.165 -1.378 -1.313
O -0.744 -2.139 1.763
O 1.038 -0.338 1.699
C 0.169 2.476 -0.214
```

Computed properties:
charge: -1
SMILES: CCN[C@H](C[O-])CO
Kohn-Sham gap: 6.95 eV
highest occupied orbital energy: -0.111 Eh



2.
Entry from OMol25: a 2-piece molecular cluster, C5H12NO2 overall (ωB97M-V/def2-TZVPD).

```
20
Properties=species:S:1:pos:R:3
H -0.231 0.949 1.975
C -1.283 -1.205 -1.927
H -1.082 -0.491 -2.766
H 1.132 -0.873 1.670
C 2.528 0.751 1.076
H -2.363 0.044 -0.190
H 1.590 -0.990 -1.184
N -1.419 0.441 -0.034
H 1.245 0.568 -1.085
H 2.998 0.949 1.970
H -1.454 1.261 -0.584
H -0.775 -1.539 0.156
O -2.575 -1.468 -1.643
H 2.572 1.389 0.247
H -1.250 1.998 1.974
C 1.569 -0.198 0.898
C 0.956 -0.349 -0.506
H -0.878 -2.189 -2.129
O -0.709 1.563 2.590
C -0.571 -0.612 -0.508
```

Computed properties:
charge: -1
Kohn-Sham gap: 6.36 eV
highest occupied orbital energy: -0.098 Eh



3.
Entry from OMol25: an isolated ion of composition C5H12NO2 and charge -1 (ωB97M-V/def2-TZVPD).

```
20
Properties=species:S:1:pos:R:3
N -0.877 -0.226 1.535
H 2.528 -1.549 -1.244
O 0.363 2.280 -0.912
C -0.541 1.437 -0.368
C -2.144 -0.726 1.015
H -2.488 -0.248 0.131
H 2.801 -0.330 0.004
O 2.301 0.387 -1.869
C 2.147 -0.581 -0.875
H 0.078 -1.055 -1.197
C 0.722 -0.848 -0.349
H 0.892 -1.730 0.332
H -1.142 1.973 0.355
H -1.085 0.552 2.062
H -2.016 -1.807 0.766
H -1.192 0.992 -1.111
H 1.626 1.229 -1.660
H 0.790 0.863 1.065
C 0.105 0.262 0.511
H -2.868 -0.875 1.808
```

Computed properties:
charge: -1
SMILES: CN[C@H](C[O-])CCO
Kohn-Sham gap: 6.90 eV
highest occupied orbital energy: -0.109 Eh



Name the least stable of them. 2.



1.
Entry from OMol25: an isolated ion of composition C6H11N5 and charge +2 (ωB97M-V/def2-TZVPD).

```
22
Properties=species:S:1:pos:R:3
H 2.546 -2.637 -0.548
C 1.883 1.676 0.161
N -0.052 -1.883 -0.329
H 2.331 2.634 0.425
N -2.355 0.602 0.485
H -2.073 -1.872 0.008
C -1.403 -1.414 -0.657
N 2.802 0.506 0.279
N -0.111 0.398 -0.179
N 3.052 -1.815 -0.147
C 0.551 -0.822 -0.186
C 0.556 1.566 0.042
C -1.428 0.175 -0.582
H 4.103 -1.840 -0.343
H 3.732 0.589 0.522
H -1.622 0.673 -1.597
H -2.377 -0.027 1.276
H -1.493 -1.804 -1.632
H -2.117 1.535 0.854
H -0.185 2.441 -0.056
H -3.359 0.637 0.083
C 2.434 -0.707 -0.008
```

Computed properties:
charge: +2
SMILES: [NH2+]=C1NC=CN2C1=NC[C@H]2[NH3+]
Kohn-Sham gap: 9.49 eV
highest occupied orbital energy: -0.602 Eh



2.
Entry from OMol25: an isolated ion of composition C6H11N5 and charge +2 (ωB97M-V/def2-TZVPD).

```
22
Properties=species:S:1:pos:R:3
H -0.185 1.736 1.392
H -1.728 1.154 1.886
N -1.032 0.207 0.246
H 2.484 -0.733 -2.327
C 2.533 -0.705 -1.200
H -3.628 0.201 -1.735
C 0.796 -1.443 0.737
H 3.048 -1.638 -0.866
H -1.658 2.296 0.489
N 0.502 0.223 -0.915
N -2.256 -1.558 -0.502
H 3.145 0.240 -0.820
C -2.114 -0.156 -0.637
H 1.455 -1.174 1.578
H 1.101 -2.482 0.681
C 1.277 -0.573 -0.421
C -1.154 1.439 1.044
C -0.707 -1.054 0.950
H -1.031 -1.183 1.958
H -2.769 1.601 -1.260
N -2.838 0.625 -1.359
N -1.504 -2.044 0.315
```

Computed properties:
charge: +2
Kohn-Sham gap: 8.54 eV
highest occupied orbital energy: -0.709 Eh



Name the least stable of them. 2.



1.
Entry from OMol25: a 2-piece molecular cluster, C12H17N overall (ωB97M-V/def2-TZVPD).

```
30
Properties=species:S:1:pos:R:3
H 2.389 1.552 -1.431
C -0.323 -1.142 1.434
H -2.277 -0.480 -1.852
H -1.535 -2.597 2.428
H 1.438 0.927 -2.719
H -2.465 -2.120 -2.730
C 0.605 -0.075 1.526
C 0.087 -0.299 -0.715
C 1.188 3.069 -2.354
H -1.165 -1.488 4.659
H 0.862 0.312 4.841
H -1.591 -3.063 -0.150
C -2.473 -1.644 -1.559
N 0.677 0.565 0.357
H 1.749 1.248 2.837
C 0.398 -0.091 3.956
H 1.118 3.695 -1.459
C -1.322 -2.243 -0.747
C -0.626 -1.245 0.020
C 1.076 0.385 2.781
H -0.576 -2.697 -1.438
H -0.036 0.007 -1.713
C 2.055 1.837 -2.390
H 2.739 1.869 -3.204
H 1.245 1.322 0.053
H -3.441 -1.534 -1.128
C -0.566 -1.112 3.810
H 0.162 2.975 -2.687
H 1.500 3.803 -3.027
C -0.890 -1.736 2.602
```

Computed properties:
charge: 0
SMILES: CCc1c[nH]c2ccccc12.CC
Kohn-Sham gap: 8.56 eV
highest occupied orbital energy: -0.286 Eh



2.
Entry from OMol25: a 2-piece molecular cluster, C12H17N overall (ωB97M-V/def2-TZVPD).

```
30
Properties=species:S:1:pos:R:3
H -2.915 0.878 -2.138
N -1.370 -1.272 1.560
H 2.371 -3.221 0.645
C -0.271 -2.214 1.737
H -0.256 2.804 1.417
H -0.025 -2.575 2.689
C -0.311 -1.687 -0.515
C -1.331 -0.865 -2.529
C -1.300 -0.947 0.216
H 1.181 -4.505 0.314
H 1.752 -3.573 -0.952
H -1.495 -1.156 -3.590
H 1.891 3.056 2.186
H 2.646 2.173 0.772
H -2.817 0.589 0.241
H 1.101 4.544 -0.039
C 1.428 -3.458 0.125
H -1.438 -0.574 2.222
H 1.642 1.416 2.117
C 1.717 2.254 1.432
C -0.349 -1.703 -1.936
C 0.417 -2.415 0.529
C -2.234 -0.075 -0.417
H -0.333 3.828 -0.717
C -2.105 0.084 -1.770
H 0.135 1.468 0.054
C 0.444 2.457 0.648
H 1.026 3.364 -1.347
H 0.233 -2.288 -2.528
C 0.566 3.611 -0.425
```

Computed properties:
charge: 0
SMILES: Cc1c[nH]c2ccccc12.CCC
Kohn-Sham gap: 9.00 eV
highest occupied orbital energy: -0.298 Eh



Name the least stable of them. 1.



1.
Entry from OMol25: a single C6H9NS molecule (ωB97M-V/def2-TZVPD).

```
17
Properties=species:S:1:pos:R:3
C -1.151 -0.994 0.146
N 2.145 1.200 -0.151
H 2.886 1.230 0.445
H -0.165 1.309 -1.269
H -2.553 2.088 0.075
H 1.191 -2.574 0.608
C 0.141 -0.758 0.251
C -0.377 1.837 -0.320
H -0.017 2.923 -0.405
H 2.248 -1.127 0.330
H -1.473 -1.927 -0.249
S 0.859 1.005 0.720
C -1.693 1.432 0.092
H -3.064 -0.229 0.563
C -2.007 0.103 0.323
H 1.473 -1.959 -1.106
C 1.297 -1.714 0.029
```

Computed properties:
charge: 0
Kohn-Sham gap: 8.87 eV
highest occupied orbital energy: -0.309 Eh



2.
Entry from OMol25: a 2-piece molecular cluster, C6H9NS overall (ωB97M-V/def2-TZVPD).

```
17
Properties=species:S:1:pos:R:3
H 0.234 -1.552 1.823
S -2.610 -0.687 0.075
H 2.302 -0.931 -0.507
N 0.053 -1.147 -0.683
C 1.307 -1.478 -0.120
C 0.903 1.121 -0.132
H 1.468 -2.579 -0.144
C -0.045 0.319 -1.036
C -1.145 0.694 0.011
H 0.731 2.181 -0.026
H -3.870 0.834 -0.721
H -0.366 0.345 -2.105
H 0.128 0.876 2.069
H -1.533 1.619 -0.095
C 0.119 0.561 1.025
H 1.958 0.777 -0.197
C 0.365 -0.954 0.765
```

Computed properties:
charge: 0
Kohn-Sham gap: 7.82 eV
highest occupied orbital energy: -0.323 Eh



Name the least stable of them. 2.



1.
Entry from OMol25: a 3-piece molecular cluster, C6H9NS overall (ωB97M-V/def2-TZVPD).

```
17
Properties=species:S:1:pos:R:3
S 2.746 -1.673 -1.034
H 2.156 -1.255 1.667
N 1.603 2.353 -0.274
H 2.259 0.245 2.614
C -3.689 -1.035 -0.501
C 3.293 0.410 0.796
C 2.509 -0.180 1.727
H -3.285 -1.971 -0.302
H 3.841 1.304 0.771
C 3.470 -0.260 -0.422
H -0.614 2.474 -0.481
C 0.469 2.437 -0.390
H 4.184 0.281 -1.228
H -3.001 -0.143 -0.224
H -5.377 -0.056 -0.838
C -4.955 -1.049 -0.844
H -5.611 -1.882 -1.036
```

Computed properties:
charge: 0
SMILES: C=CC=S.C#N.C=C
Kohn-Sham gap: 7.52 eV
highest occupied orbital energy: -0.307 Eh



2.
Entry from OMol25: C6H9NS as an isolated structure (ωB97M-V/def2-TZVPD).

```
17
Properties=species:S:1:pos:R:3
S 1.043 3.127 -0.281
C 0.259 -1.543 -0.115
C -0.204 0.766 -1.103
H -0.828 -1.865 0.048
N 0.583 -0.608 -1.287
H -0.178 -1.157 -2.060
C -0.039 0.667 1.059
H -0.289 1.320 -2.076
C -1.304 0.572 -0.062
H -0.298 0.886 2.128
H 0.793 -2.823 0.138
H 1.915 -0.412 0.907
C 0.844 -0.655 1.107
H 0.759 -1.074 2.148
H -1.784 -0.327 -0.365
C 0.546 1.652 -0.062
H -1.818 1.474 -0.122
```

Computed properties:
charge: 0
Kohn-Sham gap: 8.53 eV
highest occupied orbital energy: -0.311 Eh



3.
Entry from OMol25: a single C6H9NS molecule (ωB97M-V/def2-TZVPD).

```
17
Properties=species:S:1:pos:R:3
H -2.131 -1.687 0.423
H 2.599 1.245 -1.563
C 1.078 -0.363 0.229
C -1.730 0.395 0.851
N 1.145 -1.690 -0.361
H -2.646 0.343 0.123
H -0.850 -1.540 1.678
C -1.281 -1.076 0.668
H 1.516 -1.608 -1.246
C 1.785 1.766 -1.115
H 1.291 -0.255 1.260
H -0.395 -0.539 -1.256
S -0.481 1.669 0.604
C -0.163 -1.026 -0.277
C 0.985 0.974 -0.337
H -2.285 0.602 1.771
H 1.565 2.789 -1.452
```

Computed properties:
charge: 0
SMILES: C=C1SCC[C@@H]2N[C@@H]12
Kohn-Sham gap: 9.42 eV
highest occupied orbital energy: -0.312 Eh



Name the least stable of them. 2.



1.
Entry from OMol25: a 3-piece molecular cluster, C6H9NS overall (ωB97M-V/def2-TZVPD).

```
17
Properties=species:S:1:pos:R:3
H -0.238 -2.290 -0.128
C -0.468 -2.956 -0.934
C -1.741 -3.129 -1.254
H 2.649 1.575 2.405
C -1.108 1.464 -1.901
C 3.094 3.480 2.099
C -2.768 -2.575 -0.412
S -2.622 -2.009 1.149
C 2.507 2.400 1.708
H 3.617 3.747 3.057
H -0.439 2.125 -2.259
H -3.699 -2.522 -0.906
H 1.806 2.442 0.870
H 2.912 4.398 1.689
H 0.333 -3.144 -1.622
N -1.857 0.712 -1.481
H -1.981 -3.718 -2.082
```

Computed properties:
charge: 0
SMILES: C=CC=S.C#N.C=C
Kohn-Sham gap: 7.86 eV
highest occupied orbital energy: -0.311 Eh



2.
Entry from OMol25: a single C6H9NS molecule (ωB97M-V/def2-TZVPD).

```
17
Properties=species:S:1:pos:R:3
S 2.057 1.214 1.781
H -1.933 -0.301 -0.476
N 0.173 1.908 0.039
C -0.013 -1.770 -1.715
H -0.608 -0.935 -2.227
H -2.125 -0.061 1.122
C 0.354 -1.716 -0.450
H 0.452 -2.254 -2.597
C 1.320 1.186 0.235
H 0.095 -1.139 1.455
C -0.151 -0.833 0.546
H -1.799 2.289 -0.030
H 1.078 -2.340 -0.028
C -0.991 1.511 0.173
C -1.349 0.043 0.361
H 1.879 0.861 -0.521
H 1.561 2.337 2.334
```

Computed properties:
charge: 0
Kohn-Sham gap (alpha / beta): 6.71 / 7.76 eV
highest occupied orbital energy (alpha / beta): -0.247 / -0.266 Eh



Name the least stable of them. 2.